# 1
The following is a DFT calculation (the ωB97M-V functional and the def2-TZVPD basis) of the molecule C5H7N3OS in a non-equilibrium geometry.

Values from the calculation:
Frontier orbital gap   0.35383 Ha
E_LUMO   -0.135 eV

Last columns: bonded neighbours and bond lengths (Å).
Atoms and positions in Å:
1 C 2.403 -1.038 -0.920  C2 1.435, N6 1.343, H11 1.070
2 C 2.257 -1.103 0.506  C1 1.435, N8 1.327, H12 1.077
3 C -0.584 0.656 -0.200  C4 1.496, C5 1.501, N7 1.407, H13 1.051
4 C -1.697 -0.343 -0.186  C3 1.496, S10 1.616, H14 1.154
5 C -0.562 1.650 0.925  C3 1.501, H15 1.074, H16 1.087, H17 1.124
6 N 1.355 -0.291 -1.303  C1 1.343, N7 1.318
7 N 0.679 0.037 -0.221  C3 1.407, N6 1.318, N8 1.335
8 N 1.129 -0.527 0.902  C2 1.327, N7 1.335
9 O -3.915 -1.302 -1.175  S10 1.452
10 S -2.883 -0.287 -1.282  C4 1.616, O9 1.452
11 H 2.944 -1.414 -1.764  C1 1.070
12 H 2.846 -1.584 1.270  C2 1.077
13 H -0.643 1.124 -1.140  C3 1.051
14 H -1.680 -1.053 0.723  C4 1.154
15 H -0.899 1.158 1.818  C5 1.074
16 H 0.466 1.763 1.259  C5 1.087
17 H -1.214 2.554 0.788  C5 1.124



# 2
The following is a DFT calculation (the ωB97M-V functional and the def2-TZVPD basis) of a cluster of 8 separate species, C39H30BF4O25 in total in a non-equilibrium geometry.

Values from the calculation:
Frontier orbital gap   0.23820 Ha
E_LUMO   -0.626 eV
Net charge   -1

Last columns: bonded neighbours and bond lengths (Å).
Atoms and positions in Å:
1 B 0.478 1.144 -0.052  F2 1.413, F3 1.356, F4 1.374, F5 1.338
2 F -0.483 0.657 0.862  B1 1.413
3 F 1.397 0.191 -0.347  B1 1.356
4 F -0.144 1.431 -1.243  B1 1.374
5 F 1.114 2.219 0.429  B1 1.338
6 C 1.273 -4.593 0.028  C7 1.450, C12 1.422, H16 1.168
7 C 1.046 -3.302 0.648  C6 1.450, C8 1.437, O15 1.531
8 C 0.002 -3.001 1.589  C7 1.437, O9 1.249, C10 1.495
9 O -0.091 -1.867 2.103  C8 1.249
10 C -1.017 -4.081 1.759  C8 1.495, C11 1.518, H17 1.122
11 C -0.895 -5.406 1.028  C10 1.518, C12 1.525, O14 1.334
12 C 0.350 -5.663 0.186  C6 1.422, C11 1.525, O13 1.278
13 O 0.566 -6.772 -0.412  C12 1.278
14 O -1.852 -6.336 1.037  C11 1.334, H18 0.989
15 O 2.188 -2.291 0.520  C7 1.531, H19 0.923
16 H 2.278 -4.732 -0.551  C6 1.168
17 H -1.713 -3.688 2.547  C10 1.122
18 H -2.605 -5.817 1.413  O14 0.989
19 H 1.857 -1.434 0.610  O15 0.923
20 C -3.789 2.422 -5.765  C21 1.545, C26 1.450, H30 0.995
21 C -4.068 0.910 -5.610  C20 1.545, C22 1.492, O29 1.371
22 C -3.436 0.127 -4.509  C21 1.492, O23 1.213, C24 1.474
23 O -3.722 -1.045 -4.378  C22 1.213
24 C -2.427 0.851 -3.715  C22 1.474, C25 1.537, H31 1.167
25 C -2.234 2.371 -3.842  C24 1.537, C26 1.498, O28 1.424
26 C -2.892 3.181 -4.916  C20 1.450, C25 1.498, O27 1.260
27 O -2.642 4.406 -5.075  C26 1.260
28 O -1.314 3.088 -3.025  C25 1.424, H32 0.922
29 O -5.027 0.301 -6.378  C21 1.371, H33 1.045
30 H -4.319 2.776 -6.529  C20 0.995
31 H -1.884 0.072 -3.037  C24 1.167
32 H -0.814 2.512 -2.507  O28 0.922
33 H -5.030 -0.697 -6.069  O29 1.045
34 C -3.155 1.506 5.129  C35 1.456, C40 1.469, H44 1.112
35 C -1.994 1.105 4.347  C34 1.456, C36 1.431, O43 1.399
36 C -0.682 1.167 4.916  C35 1.431, O37 1.282, C38 1.455
37 O 0.326 0.609 4.354  C36 1.282
38 C -0.575 1.505 6.327  C36 1.455, C39 1.600, H45 1.156
39 C -1.836 1.770 7.276  C38 1.600, C40 1.513, O42 1.358
40 C -3.151 1.912 6.541  C34 1.469, C39 1.513, O41 1.227
41 O -4.179 2.280 7.100  C40 1.227
42 O -1.866 1.940 8.623  C39 1.358, H46 0.980
43 O -2.012 0.730 2.999  C35 1.399, H47 0.941
44 H -4.068 1.561 4.497  C34 1.112
45 H 0.453 1.649 6.836  C38 1.156
46 H -0.932 1.976 8.917  O42 0.980
47 H -1.176 0.655 2.573  O43 0.941
48 C 2.688 -3.580 -3.803  C49 1.492, C54 1.451, H58 1.012
49 C 2.880 -2.562 -2.729  C48 1.492, C50 1.471, O57 1.354
50 C 4.182 -2.418 -2.059  C49 1.471, O51 1.234, C52 1.448
51 O 4.431 -1.589 -1.180  C50 1.234
52 C 5.194 -3.421 -2.319  C50 1.448, C53 1.467, H59 1.221
53 C 5.059 -4.399 -3.404  C52 1.467, C54 1.505, O56 1.444
54 C 3.800 -4.410 -4.228  C48 1.451, C53 1.505, O55 1.325
55 O 3.658 -5.085 -5.359  C54 1.325
56 O 5.999 -5.440 -3.747  C53 1.444, H60 0.807
57 O 1.900 -1.656 -2.503  C49 1.354, H61 0.839
58 H 1.735 -3.768 -4.088  C48 1.012
59 H 6.118 -3.458 -1.521  C52 1.221
60 H 6.405 -5.242 -3.078  O56 0.807
61 H 2.125 -1.235 -1.813  O57 0.839
62 C -4.027 -4.035 -1.466  C63 1.503, C68 1.450, H72 0.879
63 C -2.970 -4.277 -2.507  C62 1.503, C64 1.406, O71 1.338
64 C -1.870 -3.417 -2.673  C63 1.406, O65 1.241, C66 1.563
65 O -1.056 -3.543 -3.601  C64 1.241
66 C -1.670 -2.246 -1.658  C64 1.563, C67 1.601, H73 1.068
67 C -2.797 -2.119 -0.528  C66 1.601, C68 1.454, O70 1.389
68 C -3.877 -3.082 -0.384  C62 1.450, C67 1.454, O69 1.274
69 O -4.860 -2.886 0.403  C68 1.274
70 O -2.721 -1.198 0.509  C67 1.389, H74 0.942
71 O -2.908 -5.333 -3.327  C63 1.338, H75 0.913
72 H -4.634 -4.645 -1.286  C62 0.879
73 H -0.807 -1.619 -1.717  C66 1.068
74 H -1.897 -0.769 0.667  O70 0.942
75 H -2.445 -4.929 -4.002  O71 0.913
76 C 2.874 3.772 4.836  C77 1.458, C82 1.455, H86 1.178
77 C 1.988 3.504 3.709  C76 1.458, C78 1.390, O85 1.375
78 C 0.710 4.041 3.607  C77 1.390, O79 1.196, C80 1.397
79 O -0.027 3.743 2.713  C78 1.196
80 C 0.173 4.841 4.618  C78 1.397, C81 1.586, H87 1.029
81 C 1.104 5.290 5.821  C80 1.586, C82 1.519, O84 1.376
82 C 2.549 4.823 5.789  C76 1.455, C81 1.519, O83 1.277
83 O 3.374 5.233 6.673  C82 1.277
84 O 0.581 6.053 6.839  C81 1.376, H88 1.040
85 O 2.414 2.649 2.720  C77 1.375, H89 0.960
86 H 3.847 3.262 5.261  C76 1.178
87 H -0.813 5.095 4.770  C80 1.029
88 H -0.425 5.827 6.701  O84 1.040
89 H 1.779 2.635 2.000  O85 0.960
90 C 3.017 4.125 -1.790  C91 1.485, H94 1.088, H95 0.970, H96 1.185
91 C 2.599 5.004 -2.911  C90 1.485, O92 1.166, C93 1.500
92 O 2.561 6.160 -2.763  C91 1.166
93 C 2.376 4.199 -4.157  C91 1.500, H97 1.082, H98 1.211, H99 1.116
94 H 3.854 3.530 -2.148  C90 1.088
95 H 2.291 3.505 -1.620  C90 0.970
96 H 3.303 4.680 -0.783  C90 1.185
97 H 1.646 4.766 -4.720  C93 1.082
98 H 2.050 3.033 -4.118  C93 1.211
99 H 3.194 4.300 -4.909  C93 1.116